# 1
A 2-piece molecular cluster, CH4FNS overall at a distorted geometry. Source: OMol25; level of theory: the ωB97M-V functional and the def2-TZVPD basis.

Calculated values
Energy above the lowest of the compared OMol25 structures with the same formula, charge and spin in kcal/mol: 74.7
LUMO level (spin up / spin down) in eV: -1.981 / -1.908
DFT total energy in Eh: -593.1858

Last column: Mulliken charge in e.
CARTESIAN COORDINATES (ANGSTROEM)
C: -0.900206 -0.123064 0.324377  -0.664
N: 0.239361 0.495770 -0.348799  -0.121
F: 2.412070 -1.280359 -0.197565  -0.599
S: 1.694347 1.012822 0.124364  0.223
H: -0.639133 -0.401726 1.270493  0.306
H: -1.653373 0.564455 0.376889  0.341
H: -1.206059 -1.067052 -0.296592  0.245
H: 0.052994 0.799156 -1.253165  0.269

Force components x, y, z for each atom (eV/Å):
1.4 -2.6 -3.2
1.4 1.2 1.5
-0.5 2.4 0.3
-0.9 -3.8 -0.2
0.8 -0.9 2.5
-2.2 1.7 -0.1
0.5 1.8 1.2
-0.5 0.1 -2.0


# 2
A 12-piece molecular cluster, C26H54Cl23N2O2Si overall at a distorted geometry. Source: OMol25; level of theory: the ωB97M-V functional and the def2-TZVPD basis.

Calculated values
LUMO level in eV: -2.538
DFT total energy in Eh: -12156.5058
Net charge: +1

Last column: Mulliken charge in e.
CARTESIAN COORDINATES (ANGSTROEM)
C: 3.127035 -2.050190 0.007893  -0.530
N: 2.775464 -0.650972 0.552130  -0.218
C: 1.840440 -0.073454 -0.488583  -0.467
C: 1.479716 1.531538 -0.245595  0.411
C: 2.770231 2.449832 0.171112  -0.692
C: 4.119552 2.199270 -0.749665  -0.423
O: 4.036457 2.732889 -2.113036  -0.296
Si: 4.837655 1.729477 -3.302576  0.418
C: 5.651943 2.973433 -4.587675  -0.781
C: 6.276867 0.636584 -2.647384  -0.770
C: 3.510185 0.743950 -4.347031  -0.497
N: 0.792695 1.982937 -1.548227  1.093
C: -0.224083 3.084503 -1.344980  -0.646
C: -1.585530 2.565605 -0.539988  -0.718
C: -1.192042 1.276962 0.422956  0.318
C: -2.271416 1.000046 1.631280  0.375
C: -3.209767 -0.270933 1.132719  0.171
O: -3.164127 -1.378867 1.884724  -0.481
Cl: -4.203861 -0.065389 -0.422882  -0.121
C: 0.344295 1.523596 0.983309  1.265
C: 0.457655 2.830222 1.975236  -1.129
H: 2.230909 -2.317649 -0.731836  0.204
H: 4.095578 -2.056163 -0.650526  0.152
H: 3.115196 -2.856961 0.864159  0.295
H: 2.298672 -0.758601 1.493247  0.132
H: 2.225563 -0.233636 -1.606293  -0.324
H: 0.808939 -0.650228 -0.395029  0.404
H: 2.505278 3.610622 0.127280  0.215
H: 3.074484 2.151247 1.284010  0.284
H: 4.988352 2.809949 -0.205186  0.235
H: 4.376250 1.062606 -0.663688  0.162
H: 4.978378 3.925753 -4.714664  0.069
H: 5.825582 2.391544 -5.614288  0.270
H: 6.708756 3.255254 -4.117030  0.259
H: 6.615083 -0.079719 -3.534337  0.232
H: 7.162960 1.212607 -2.144120  0.296
H: 5.814586 -0.093217 -1.829235  0.162
H: 2.633141 1.506874 -4.534844  0.090
H: 3.159921 -0.244965 -3.825863  0.142
H: 4.016445 0.564355 -5.409519  0.323
H: 0.321620 1.111154 -1.926411  -0.191
H: 1.468951 2.293837 -2.280787  0.021
H: 0.265173 4.025714 -0.850549  0.363
H: -0.622300 3.437555 -2.412751  0.371
H: -2.378030 2.268893 -1.359118  0.250
H: -1.948790 3.478859 0.111023  0.308
H: -1.195713 0.326269 -0.262531  -0.061
H: -1.688599 0.650342 2.609722  -0.523
H: -2.924045 1.941643 1.904870  0.443
H: 0.583321 0.574901 1.667923  -0.958
H: 0.424369 3.798196 1.316841  0.242
H: 1.430069 2.809822 2.664308  0.228
H: -0.464727 2.884382 2.708501  0.329
C: -2.441290 -3.180178 -0.754145  0.314
Cl: -3.789195 -4.234187 -1.198312  -0.155
Cl: -0.892767 -3.903088 -1.206670  -0.168
H: -2.552059 -2.223902 -1.271132  -0.013
H: -2.456538 -3.019291 0.326541  -0.018
C: 0.046340 0.204040 5.066425  -0.170
Cl: 0.925605 -0.752088 3.867351  -0.091
Cl: -1.173192 1.225513 4.295297  -0.180
H: -0.448084 -0.472412 5.767827  0.050
H: 0.754576 0.839454 5.603687  0.460
C: -2.324424 -2.681841 5.177798  -0.013
Cl: -0.945187 -2.514342 6.270828  -0.118
Cl: -3.031152 -4.298484 5.288700  -0.161
H: -3.083101 -1.942747 5.446419  0.276
H: -1.988652 -2.509927 4.152273  0.032
C: -6.128359 -5.455597 -4.096762  0.057
Cl: -5.249094 -6.411725 -5.295835  -0.159
Cl: -7.347891 -4.434124 -4.867890  -0.178
H: -6.622783 -6.132048 -3.395360  0.280
H: -5.420123 -4.820182 -3.559499  -0.023
C: -0.154283 -0.268889 -4.574587  -0.304
Cl: 0.063364 -1.488883 -3.313910  -0.053
Cl: -0.750394 1.249824 -3.893803  -0.092
H: 0.805977 -0.087001 -5.063281  0.146
H: -0.876601 -0.638458 -5.306487  0.445
C: -9.066563 -1.167689 -4.251519  0.076
Cl: -10.566134 -0.982694 -3.333843  -0.138
Cl: -7.804558 -0.096812 -3.630335  -0.144
H: -8.725872 -2.202840 -4.171535  -0.085
H: -9.257780 -0.922086 -5.298952  0.330
C: 0.881774 -1.852822 9.583492  -0.318
Cl: 0.919865 -0.938051 8.071272  -0.101
Cl: 1.614622 -0.931811 10.902573  -0.156
H: -0.157194 -2.074824 9.838966  0.275
H: 1.436050 -2.784938 9.449561  0.333
C: 2.638730 6.173785 -4.673296  -0.471
Cl: 2.928723 5.836038 -6.384114  -0.136
Cl: 1.898778 4.785148 -3.867403  -0.065
H: 3.591649 6.400069 -4.188790  0.292
H: 1.968695 7.032801 -4.588780  0.360
C: -8.536019 -2.355725 -0.196404  -0.335
Cl: -9.883924 -3.409732 -0.640570  -0.145
Cl: -6.987495 -3.078634 -0.648928  -0.019
H: -8.646788 -1.399449 -0.713390  0.199
H: -8.551267 -2.194839 0.884282  0.330
C: 4.804184 -2.189646 -6.771654  -0.430
Cl: 3.304614 -2.004651 -5.853978  -0.052
Cl: 6.066190 -1.118770 -6.150471  -0.119
H: 5.144875 -3.224798 -6.691671  0.340
H: 4.612967 -1.944043 -7.819087  0.310
C: 1.092907 -0.688204 14.600136  0.036
Cl: -0.406663 -0.503209 15.517812  -0.154
Cl: 2.354912 0.382672 15.221319  -0.150
H: 1.433598 -1.723355 14.680119  0.276
H: 0.901690 -0.442602 13.552703  -0.010

Force components x, y, z for each atom (eV/Å):
-1.3 -0.5 -0.5
-0.5 -0.9 -1.0
-1.0 0.6 0.1
0.5 -1.2 2.0
0.4 0.1 -0.5
0.3 0.6 1.9
0.4 -2.3 0.7
0.3 1.2 -1.5
0.5 -0.1 0.2
-0.3 -1.6 0.9
0.0 0.5 -0.3
0.0 -0.3 0.7
-2.3 1.5 -0.7
0.9 -0.1 0.0
0.2 0.9 -0.6
0.0 -0.8 -1.1
1.3 -4.1 5.2
-0.8 6.9 -5.5
1.2 -0.5 2.0
-0.1 -0.5 1.1
-0.5 0.3 -0.1
1.9 0.0 1.5
-1.7 0.1 1.6
0.4 1.7 -1.8
0.6 0.2 -1.8
-0.4 0.3 2.6
1.8 1.1 -0.6
0.5 -2.5 0.2
-0.7 0.7 -2.6
-1.8 -1.4 -1.0
-0.5 2.0 -0.4
1.5 -1.8 0.0
-0.4 1.5 2.2
-2.2 -0.3 -1.2
-0.5 1.7 1.9
-1.7 -1.1 -1.2
1.2 1.3 -1.6
1.4 -1.5 0.4
0.5 1.9 -1.3
-1.2 0.1 2.5
0.4 1.3 0.3
-0.1 -0.3 0.7
-0.7 -2.1 -0.9
1.2 -0.7 2.3
1.5 0.6 1.9
0.6 -1.9 -1.4
0.1 1.6 1.2
-1.9 0.3 -3.3
1.2 -1.9 -0.8
-0.4 2.1 -1.7
0.3 -1.7 1.4
-2.1 0.0 -1.7
2.0 -0.1 -1.8
-0.1 0.3 0.2
0.0 0.1 0.0
0.2 0.0 0.1
0.0 -0.3 0.0
0.0 -0.2 -0.3
0.3 0.4 0.6
0.0 -0.2 0.1
0.4 0.2 2.2
0.2 0.4 -0.5
-0.1 -0.1 -0.3
-0.3 0.0 -0.4
-0.4 -0.6 0.1
0.0 0.1 -0.1
0.2 -0.2 0.0
0.0 -0.1 0.3
0.1 -0.1 0.4
0.0 0.0 0.1
0.0 0.0 0.0
0.0 0.2 -0.3
-0.2 -0.1 -0.3
0.2 -0.5 -0.6
0.0 0.1 -0.1
-0.4 0.0 -0.6
-0.2 0.0 0.2
0.1 0.1 0.3
-0.1 -0.3 -0.3
0.0 0.0 -0.1
0.1 0.0 0.0
-0.1 0.3 0.1
0.0 0.1 0.3
-0.1 -0.4 0.3
0.3 0.1 0.2
0.0 -0.1 -0.1
0.3 0.2 -0.1
0.0 0.3 0.0
0.2 0.5 -0.1
0.0 0.1 0.2
-0.1 -0.1 0.2
-0.2 -0.2 -0.1
0.1 -0.3 -0.1
-0.2 0.3 0.1
0.0 0.1 0.1
0.1 0.1 0.0
0.0 -0.3 0.0
0.0 -0.2 -0.3
0.1 -0.3 -0.4
-0.1 -0.5 -0.3
0.1 0.0 -0.1
-0.1 0.3 0.1
0.0 0.0 0.3
0.0 -0.2 -0.3
0.0 -0.1 -0.1
0.1 -0.1 -0.1
-0.1 0.3 0.1
0.0 0.0 0.4


# 3
C31H45NdO3 as an isolated structure at a distorted geometry. Source: OMol25; level of theory: the ωB97M-V functional and the def2-TZVPD basis.

Calculated values
Energy above the lowest of the compared OMol25 structures with the same formula, charge and spin in kcal/mol: 0.0
LUMO level (spin up / spin down) in eV: 0.220 / 0.220
DFT total energy in Eh: -1995.3862
Spin multiplicity: 4

Last column: Löwdin spin population.
CARTESIAN COORDINATES (ANGSTROEM)
O: 0.245150 -0.193234 -6.401947  0.000
C: 0.053194 1.130244 -7.011684  0.000
C: -0.068726 0.574692 -8.427700  0.000
H: 0.920940 1.774386 -6.837159  0.000
H: -0.856013 1.609597 -6.634003  0.000
C: 0.104805 -0.799236 -7.733314  0.000
H: 0.753660 0.838276 -9.089506  0.000
H: -1.054195 0.707567 -8.877315  0.000
C: 1.343668 -1.572217 -8.140159  0.000
H: 2.248664 -0.965260 -8.055070  0.000
H: 1.241959 -1.919835 -9.179204  0.000
H: 1.450838 -2.457125 -7.500264  0.000
C: -1.121002 -1.681604 -7.880510  0.000
H: -2.041265 -1.161248 -7.601968  0.000
H: -1.016335 -2.592203 -7.276793  0.000
H: -1.216351 -1.993819 -8.930940  0.000
Nd: -0.087032 -0.347162 0.893704  3.041
C: -2.410254 -1.097702 1.874046  -0.002
C: -2.440413 0.306628 2.138261  -0.005
C: -2.595800 0.990488 0.898438  -0.002
H: -2.441402 0.771297 3.124374  0.000
C: -2.662236 0.010799 -0.137009  -0.003
C: -2.547908 -1.279549 0.463676  -0.004
H: -2.632636 -2.240293 -0.048226  0.000
H: -2.367112 -1.886096 2.623206  0.000
H: -2.720453 2.067575 0.773290  0.000
H: -2.876050 0.214035 -1.187467  0.000
C: 1.228149 -2.354813 2.091022  -0.005
C: 0.215783 -2.939435 1.271135  -0.004
C: 0.595643 -2.752339 -0.091781  0.000
H: -0.654127 -3.492458 1.624532  0.000
C: 1.843035 -2.051255 -0.111003  -0.004
C: 2.230702 -1.802977 1.239165  -0.005
H: 3.163429 -1.343665 1.569610  0.000
H: 1.279620 -2.413669 3.175322  0.000
H: 0.082413 -3.168518 -0.958539  0.001
H: 2.437981 -1.827467 -0.996848  0.000
O: 0.243131 0.414069 -1.487670  -0.001
C: -0.187406 -0.588050 -2.476505  0.001
C: -0.552415 0.194986 -3.711806  0.000
H: -1.023513 -1.177039 -2.075244  0.001
H: 0.661996 -1.261471 -2.662816  0.000
C: 0.291948 1.479461 -3.622396  0.000
H: -1.618612 0.448762 -3.715954  0.000
H: -0.328324 -0.381067 -4.604588  0.000
C: 0.442877 1.725683 -2.132729  0.000
H: -0.168384 2.318123 -4.150956  0.000
H: 1.270294 1.284994 -4.079348  0.000
H: -0.347737 2.385271 -1.754726  0.000
H: 1.422152 2.112420 -1.829023  0.000
C: 1.600181 2.759287 2.127486  0.000
C: 1.607682 3.069067 3.619309  0.000
C: 0.755568 4.309213 3.895124  0.000
C: 1.232671 1.944063 4.581384  -0.001
C: 1.502193 2.216149 5.921142  0.000
C: 1.136285 1.342698 6.937190  0.000
C: 0.486255 0.155828 6.608326  0.000
C: 0.189600 -0.161921 5.289402  -0.001
C: -0.617319 -1.435817 5.035764  0.000
C: 0.044910 -2.670050 5.660605  0.000
C: -2.035544 -1.328027 5.596450  0.000
C: 0.604658 0.711385 4.218357  0.000
O: 0.401876 0.385664 2.964502  -0.009
H: 0.569622 2.646779 1.758477  0.000
H: 2.208577 1.874299 1.901721  0.000
H: 2.046384 3.613951 1.602399  0.000
H: 2.647352 3.325231 3.884792  0.000
H: -0.300171 4.091270 3.688408  0.000
H: 0.835833 4.638938 4.934908  0.000
H: 1.067680 5.136357 3.248961  0.000
H: 2.002767 3.160270 6.171786  0.000
H: 1.342062 1.590422 7.977904  0.000
H: 0.186570 -0.540792 7.400638  0.000
H: -0.675310 -1.568794 3.951160  0.000
H: -0.022395 -2.636217 6.754164  0.000
H: -0.475510 -3.572024 5.315910  0.000
H: 1.101650 -2.747634 5.384486  0.000
H: -2.564587 -0.456744 5.191969  0.000
H: -2.600908 -2.233061 5.338092  0.000
H: -2.014997 -1.238360 6.691602  0.000

Force components x, y, z for each atom (eV/Å):
-0.1 0.5 -1.7
0.1 0.1 0.5
0.1 -0.4 0.7
-0.1 -0.1 0.1
0.2 0.0 0.1
0.0 -0.3 -0.7
-0.2 0.1 -0.1
0.3 0.1 -0.1
0.1 -0.2 0.1
-0.1 0.0 0.0
0.0 0.1 0.3
0.1 0.2 -0.1
0.0 -0.3 0.2
0.1 0.0 0.1
-0.1 0.2 0.0
0.0 0.1 0.2
0.3 1.0 1.2
-0.5 0.7 -0.2
-0.6 -0.4 -0.4
0.1 -0.6 0.2
0.3 -0.2 -0.4
-0.2 -0.3 0.4
-0.4 0.5 0.0
0.1 0.4 0.2
0.0 0.3 -0.3
0.1 -0.4 0.0
0.2 -0.1 0.3
0.3 -0.6 -0.6
0.8 -0.1 0.0
0.5 -0.1 0.2
0.3 0.2 -0.1
-0.3 -0.4 0.4
-0.5 -0.5 -0.2
-0.4 0.0 -0.1
-0.1 0.3 -0.4
0.1 0.2 0.3
-0.3 0.1 0.3
0.0 0.2 -0.5
0.4 0.3 0.2
-0.4 0.3 0.2
0.3 0.3 0.1
-0.2 0.2 0.1
0.4 -0.5 -0.3
0.1 0.0 0.1
-0.2 0.2 0.2
-0.5 -0.5 0.5
0.1 -0.1 0.2
-0.1 0.1 0.1
0.2 0.0 0.0
-0.2 -0.1 -0.1
0.2 0.2 -0.2
0.3 -0.2 0.2
-0.2 0.1 -0.1
-0.2 -0.4 -0.1
-0.1 -0.1 0.2
0.1 0.0 0.1
0.0 0.3 0.0
0.1 0.1 -0.4
0.4 0.3 0.0
0.0 -0.1 -0.2
-0.2 0.1 -0.1
0.0 0.2 1.3
-0.2 -0.2 -0.9
0.2 -0.1 0.0
-0.3 0.1 0.0
-0.1 -0.1 0.0
-0.2 0.0 -0.2
0.1 0.0 0.0
0.0 -0.1 -0.2
0.0 0.0 0.0
-0.2 -0.4 -0.1
0.0 -0.1 -0.2
0.1 0.3 -0.3
0.0 0.0 0.2
0.1 0.0 -0.2
0.1 0.0 0.1
-0.1 0.0 0.1
0.1 -0.2 0.1
0.0 0.2 0.1
0.0 0.0 -0.2